Entry 1:
Below is a structure of composition C33H38N3O5Se2TeTi, with properties calculated with wB97M-V/def2-TZVPD.

The geometry in XYZ format:
```
83
Properties=species:S:1:pos:R:3:forces:R:3:lowdin_charge:R:1
Ti 1.064 1.678 1.599 0.03 0.02 -0.04 0.67
O 1.426 3.278 3.019 0.03 -0.03 0.07 -0.16
C 2.028 4.577 2.870 -0.04 0.01 0.01 -0.15
C 1.950 5.144 1.451 0.01 -0.02 -0.03 -0.56
C 2.095 6.671 1.661 0.01 0.02 0.01 -0.22
O 2.178 7.411 0.462 0.00 -0.01 0.00 -0.04
C 3.115 4.663 0.590 -0.01 0.01 0.04 -0.53
Se 3.193 2.727 0.330 -0.04 0.01 -0.01 0.74
C 0.599 4.907 0.760 0.00 0.02 0.02 -0.45
Se 0.418 3.261 -0.307 -0.02 0.03 0.04 0.69
H 1.803 2.842 3.794 0.03 -0.01 -0.01 0.12
H 3.078 4.510 3.167 0.00 0.01 0.01 0.14
H 1.507 5.247 3.559 -0.01 0.00 -0.01 0.14
H 2.966 6.867 2.301 0.00 0.00 0.00 0.13
H 1.210 7.040 2.182 0.00 0.00 0.00 0.14
H 3.053 7.298 0.079 0.00 0.00 -0.01 0.09
H 4.065 4.958 1.045 0.00 -0.01 0.00 0.07
H 3.054 5.111 -0.401 0.00 -0.02 0.00 0.07
H 0.434 5.717 0.053 0.01 -0.01 -0.01 0.07
H -0.216 4.881 1.482 0.01 -0.01 0.00 0.06
C -2.605 -2.097 2.884 -0.03 0.01 -0.01 -0.02
N -2.367 -0.681 2.657 -0.02 0.02 0.00 -0.05
C -3.389 0.218 2.560 0.03 -0.01 0.05 -0.07
C -3.170 1.533 2.421 -0.01 -0.02 -0.03 0.02
C -1.803 2.013 2.329 0.00 0.06 0.03 -0.51
O -1.517 3.201 2.229 0.01 0.01 0.00 -0.02
N -0.790 1.062 2.335 -0.05 -0.02 -0.01 0.05
C -1.037 -0.270 2.608 0.06 -0.01 0.01 -0.54
O -0.157 -1.089 2.804 -0.02 0.02 0.00 0.07
H -3.664 -2.298 2.733 0.00 0.00 0.01 0.09
H -2.313 -2.384 3.894 0.00 0.00 0.00 0.10
H -2.017 -2.683 2.181 0.01 -0.01 -0.01 0.08
H -4.383 -0.204 2.619 0.00 0.00 0.00 0.13
H -3.976 2.246 2.357 0.00 0.00 0.00 0.11
C -5.372 -1.954 -5.281 -0.02 -0.01 0.00 -0.05
C -4.295 -1.592 -4.296 0.03 0.00 0.02 -0.27
C -3.070 -1.099 -4.718 -0.02 -0.01 -0.03 -0.02
C -2.057 -0.766 -3.822 0.03 0.01 0.02 -0.29
C -0.767 -0.220 -4.368 -0.01 0.00 -0.04 -0.07
C -2.276 -0.947 -2.450 -0.02 0.04 -0.01 -0.41
Te -0.798 -0.386 -1.028 -0.09 -0.01 -0.05 1.47
N 1.638 0.168 0.847 0.19 -0.17 -0.07 -0.07
C 2.248 -0.193 1.971 -0.01 0.08 0.12 -0.54
O 2.318 0.727 2.892 -0.05 0.07 -0.04 -0.12
C 2.806 -1.533 2.211 -0.04 0.03 -0.06 -0.15
C 2.893 -2.430 1.153 0.04 -0.09 0.04 0.01
C 3.410 -3.698 1.373 -0.03 0.07 -0.05 -0.06
C 3.831 -4.063 2.644 0.01 0.00 0.02 -0.08
C 3.740 -3.163 3.700 0.02 -0.03 0.02 -0.07
C 3.231 -1.894 3.485 -0.01 0.01 -0.03 -0.01
C 0.768 -1.585 -1.779 -0.08 -0.02 0.06 -0.49
C 1.938 -0.946 -2.174 0.04 0.02 -0.03 -0.17
C 3.030 -1.679 -2.612 -0.01 -0.01 0.02 -0.09
C 2.944 -3.064 -2.669 0.00 0.03 0.00 -0.09
C 1.776 -3.698 -2.276 -0.02 -0.01 0.02 -0.06
C 0.673 -2.979 -1.811 0.06 -0.06 -0.04 -0.31
C -0.552 -3.716 -1.346 0.06 0.00 0.03 -0.06
C -3.511 -1.438 -2.001 -0.07 -0.02 -0.02 -0.31
C -3.837 -1.621 -0.541 0.03 0.11 0.01 -0.09
C -4.498 -1.750 -2.931 0.03 -0.04 0.00 -0.02
H -5.111 -1.630 -6.287 0.00 0.00 0.00 0.07
H -6.323 -1.492 -5.011 0.00 0.00 0.00 0.08
H -5.529 -3.034 -5.307 0.00 0.00 0.00 0.08
H -2.895 -0.958 -5.779 0.01 0.00 0.00 0.11
H -0.874 0.019 -5.426 0.01 0.01 0.01 0.08
H 0.048 -0.937 -4.261 -0.01 0.00 -0.01 0.07
H -0.466 0.684 -3.834 0.00 0.00 0.01 0.06
H 2.559 -2.131 0.169 -0.03 0.04 -0.02 0.09
H 3.481 -4.394 0.547 0.00 -0.02 0.01 0.10
H 4.234 -5.053 2.815 0.00 0.00 0.00 0.10
H 4.067 -3.455 4.689 0.00 0.00 0.00 0.10
H 3.144 -1.180 4.292 0.00 0.00 0.01 0.12
H 1.995 0.134 -2.128 0.01 0.00 0.00 0.09
H 3.940 -1.172 -2.904 0.00 0.01 -0.01 0.10
H 3.787 -3.649 -3.014 0.00 0.00 0.00 0.10
H 1.714 -4.780 -2.315 0.01 0.00 0.00 0.11
H -0.379 -4.792 -1.350 0.00 0.00 -0.01 0.08
H -1.413 -3.503 -1.983 -0.02 0.02 0.03 0.08
H -0.806 -3.411 -0.327 -0.04 0.00 -0.03 0.06
H -2.992 -2.040 0.005 0.00 -0.06 0.00 0.02
H -4.702 -2.272 -0.421 -0.02 -0.01 0.00 0.08
H -4.071 -0.659 -0.074 0.02 -0.03 -0.01 0.08
H -5.449 -2.132 -2.575 -0.01 0.01 -0.01 0.12
```
Positions in Å, forces in eV/Å.

The calculation puts the maximum force at 0.27 eV/A. The highest occupied orbital energy (alpha / beta) is -7.207 / -7.455 eV. The energy above the lowest of the compared OMol25 structures with the same formula, charge and spin comes out at 5.3 kcal per mole. The spin multiplicity is 2. The calculation puts the HOMO-LUMO gap (alpha / beta) at 7.14 / 6.36 eV.

---

Entry 2:
Below is a structure of composition C46H50CaN11OSi2Te, with properties calculated with wB97M-V/def2-TZVPD.

The geometry in XYZ format:
```
112
Properties=species:S:1:pos:R:3:forces:R:3:lowdin_charge:R:1
Ca 0.351 -0.264 -0.553 0.18 -0.84 -0.25 1.09
C 4.432 1.322 1.073 -0.02 -0.03 -0.05 -0.04
C 3.433 0.693 0.316 0.03 -0.01 -0.02 -0.15
N 2.147 0.854 0.531 -0.02 0.34 0.38 -0.01
C 1.726 1.697 1.535 -0.18 -0.39 -0.12 -0.19
C 2.666 2.373 2.338 0.11 0.23 0.06 -0.17
C 4.038 2.153 2.079 0.03 0.06 0.07 0.00
C 2.239 3.289 3.331 0.11 -0.11 -0.12 -0.05
C 0.904 3.522 3.461 -0.20 -0.03 -0.06 -0.07
C -0.050 2.831 2.685 -0.03 0.16 0.16 -0.02
C 0.294 1.871 1.749 0.10 -0.16 -0.16 -0.26
N -0.550 1.125 0.960 -0.27 0.41 0.34 -0.09
C -1.867 0.847 1.267 0.23 0.02 -0.28 -0.24
C -2.513 1.025 2.478 -0.21 -0.02 0.14 -0.03
C -3.871 0.690 2.671 0.19 0.07 0.07 -0.07
C -4.634 0.171 1.672 0.00 -0.04 -0.16 -0.05
C -4.018 -0.102 0.426 -0.19 -0.02 0.12 -0.16
C -4.728 -0.699 -0.640 -0.07 0.01 0.05 0.00
C -4.094 -1.015 -1.806 0.05 0.00 -0.04 -0.05
C -2.720 -0.751 -1.895 0.00 -0.03 -0.04 -0.16
N -2.025 -0.186 -0.934 -0.18 0.20 0.33 -0.02
C -2.654 0.190 0.229 0.36 0.01 -0.09 -0.16
H 5.476 1.147 0.852 0.00 -0.01 -0.01 0.11
H 3.714 0.033 -0.502 -0.01 0.00 0.00 0.10
H 4.771 2.671 2.686 -0.01 0.00 0.01 0.13
H 2.972 3.807 3.935 0.01 0.00 0.00 0.11
H 0.557 4.256 4.177 -0.03 -0.01 -0.01 0.11
H -1.089 3.094 2.809 0.00 0.02 0.02 0.10
H -1.971 1.418 3.322 0.01 0.01 0.01 0.09
H -4.314 0.867 3.643 0.03 0.01 0.01 0.11
H -5.682 -0.055 1.815 0.00 -0.01 -0.02 0.11
H -5.784 -0.905 -0.514 0.01 0.01 0.03 0.12
H -4.619 -1.466 -2.636 0.01 0.00 0.00 0.11
H -2.174 -1.017 -2.797 0.01 0.00 0.00 0.10
C 0.704 -5.989 -2.242 0.00 0.19 -0.01 -0.07
N 1.064 -4.648 -1.799 0.26 -0.20 -0.06 -0.12
C 0.311 -3.561 -1.684 -0.15 0.19 -0.08 -0.15
N 1.055 -2.513 -1.353 0.00 -0.48 -0.10 -0.01
C 2.299 -3.062 -1.261 0.13 0.13 -0.01 -0.21
N 2.356 -4.342 -1.533 -0.21 0.04 -0.01 0.14
C 0.640 -7.021 -1.141 0.03 -0.06 -0.03 -0.19
C 0.202 -8.299 -1.479 0.03 -0.02 0.01 -0.03
C 0.191 -9.312 -0.535 0.02 0.03 0.04 -0.05
C 0.608 -9.056 0.763 -0.03 -0.06 -0.05 -0.01
C 1.023 -7.778 1.107 0.03 -0.02 0.13 -0.13
C 1.045 -6.760 0.156 -0.05 0.06 -0.02 0.03
C 1.436 -7.504 2.487 -0.13 0.11 -0.40 -0.30
N 1.897 -8.314 3.366 0.12 0.13 0.49 0.14
N 2.109 -7.545 4.526 0.00 -0.38 -0.34 0.14
C 1.758 -6.352 4.225 -0.13 0.41 0.07 -0.30
O 1.320 -6.232 2.943 0.05 -0.14 0.08 0.13
C 1.731 -5.144 5.055 0.11 -0.17 0.01 -0.13
C 2.557 -5.030 6.168 0.01 0.05 0.07 -0.01
C 2.526 -3.864 6.916 -0.03 0.01 -0.03 -0.05
C 1.684 -2.818 6.556 0.00 -0.04 0.05 -0.03
C 0.846 -2.942 5.457 0.01 -0.03 0.00 -0.19
C -0.103 -1.836 5.060 -0.09 0.02 -0.12 -0.06
N -0.283 -1.798 3.612 -0.21 -0.13 0.15 -0.12
C 0.584 -1.434 2.676 0.23 0.07 -0.19 -0.13
N 0.139 -1.768 1.472 -0.26 0.05 0.44 0.01
C -1.055 -2.360 1.766 -0.06 -0.07 -0.17 -0.21
N -1.347 -2.411 3.042 0.19 0.07 0.01 0.14
C 0.872 -4.113 4.712 0.01 0.07 -0.06 0.03
H 1.454 -6.264 -2.982 0.00 -0.08 0.01 0.14
H -0.252 -5.911 -2.761 -0.02 0.00 0.05 0.14
H -0.752 -3.568 -1.869 0.00 0.05 0.03 0.14
H 3.182 -2.501 -0.999 -0.01 -0.01 0.00 0.11
H -0.123 -8.509 -2.492 0.01 0.01 0.00 0.12
H -0.145 -10.303 -0.808 0.00 0.00 0.00 0.11
H 0.606 -9.834 1.515 0.00 0.00 0.00 0.12
H 1.396 -5.776 0.437 0.00 -0.02 0.01 0.11
H 3.219 -5.844 6.431 -0.01 0.00 -0.01 0.12
H 3.173 -3.761 7.777 0.00 0.00 0.00 0.11
H 1.681 -1.904 7.139 0.00 0.00 0.00 0.12
H 0.242 -0.862 5.404 0.06 0.00 -0.02 0.13
H -1.100 -2.005 5.464 0.01 0.02 0.05 0.14
H 1.516 -0.938 2.903 -0.01 0.02 -0.04 0.15
H -1.728 -2.757 1.021 0.02 0.02 -0.02 0.12
H 0.220 -4.228 3.855 0.00 -0.01 0.00 0.12
C 1.321 4.961 -3.960 -0.12 0.09 -0.20 -0.18
Si 2.144 4.065 -2.563 0.00 -0.12 0.00 0.36
C 1.088 4.085 -1.036 -0.11 0.00 0.20 -0.17
C 3.806 4.803 -2.192 0.20 0.09 0.07 -0.17
C 2.435 2.272 -3.084 0.07 -0.14 -0.03 -0.57
Te 0.617 1.176 -3.321 -0.22 0.40 -0.17 1.21
C 1.093 0.274 -5.187 -0.02 0.07 -0.12 -0.59
Si 2.334 -1.139 -5.216 0.00 0.08 -0.05 0.38
C 3.583 -0.976 -3.847 0.12 0.01 0.20 -0.19
C 3.190 -1.108 -6.858 0.15 0.02 -0.21 -0.18
C 1.369 -2.719 -5.040 -0.12 -0.20 0.07 -0.17
H 0.989 5.952 -3.642 0.02 0.00 -0.01 0.04
H 0.442 4.422 -4.322 0.01 0.02 0.00 0.02
H 2.010 5.096 -4.797 -0.04 0.00 -0.02 0.04
H 0.878 5.115 -0.737 0.01 -0.01 0.01 0.05
H 1.601 3.602 -0.200 -0.04 0.04 -0.02 0.02
H 0.123 3.589 -1.173 0.00 -0.02 0.01 0.03
H 3.706 5.858 -1.923 0.02 -0.01 0.00 0.04
H 4.474 4.743 -3.053 0.00 0.00 0.02 0.04
H 4.285 4.291 -1.353 0.02 0.01 -0.01 0.03
H 3.069 1.737 -2.376 0.02 0.03 -0.04 -0.02
H 2.917 2.226 -4.064 0.01 0.04 0.02 0.02
H 1.401 1.119 -5.805 0.02 -0.03 -0.04 0.01
H 0.139 -0.069 -5.597 0.00 0.02 0.01 0.01
H 4.268 -0.144 -4.017 0.01 0.00 0.00 0.04
H 4.174 -1.893 -3.775 0.02 0.03 0.02 0.04
H 3.086 -0.813 -2.886 0.03 -0.02 0.00 -0.02
H 3.809 -0.213 -6.960 0.00 -0.02 -0.03 0.04
H 2.468 -1.111 -7.677 0.02 -0.01 -0.01 0.04
H 3.838 -1.979 -6.981 0.00 0.02 -0.02 0.04
H 0.554 -2.586 -4.327 -0.06 -0.05 0.09 0.01
H 2.000 -3.541 -4.692 -0.02 -0.01 -0.01 0.03
H 0.929 -3.010 -5.997 0.00 0.00 0.03 0.04
```
Positions in Å, forces in eV/Å.

The calculation puts the maximum force at 0.90 eV/A. The highest occupied orbital energy is -9.036 eV. The energy above the lowest of the compared OMol25 structures with the same formula, charge and spin comes out at 13.2 kcal per mole. The total charge is +1. The calculation puts the HOMO-LUMO gap at 6.69 eV.

---

Which formula does entry 2 have? C46H50CaN11OSi2Te